{
  "formula": "C29H43N5O5SW",
  "method": "wB97M-V/def2-TZVPD",
  "elements": ["W", "C", "C", "N", "C", "C", "S", "C", "C", "N", "H", "H", "H", "H", "H", "H", "H", "H", "H", "H", "H", "H", "H", "H", "O", "C", "O", "C", "C", "C", "C", "C", "N", "C", "O", "O", "H", "H", "H", "C", "N", "C", "C", "C", "O", "H", "H", "H", "H", "H", "H", "H", "H", "H", "C", "C", "C", "C", "C", "C", "C", "C", "C", "C", "C", "C", "N", "H", "H", "H", "H", "H", "H", "H", "H", "H", "H", "H", "H", "H", "H", "H", "H", "H"],
  "coordinates": [[0.54, 0.20, -0.13], [2.39, -0.31, 2.63], [3.13, 0.76, 1.79], [2.89, 0.56, 0.35], [3.94, -0.20, -0.35], [3.90, -1.68, 0.00], [2.17, -2.29, -0.26], [1.75, -3.00, 1.38], [0.80, -2.11, 2.18], [1.07, -0.66, 2.04], [2.28, 0.06, 3.66], [3.00, -1.21, 2.68], [4.20, 0.72, 2.02], [2.76, 1.75, 2.06], [2.90, 1.49, -0.08], [4.93, 0.20, -0.10], [3.78, -0.09, -1.42], [4.19, -1.88, 1.03], [4.55, -2.25, -0.66], [2.67, -3.25, 1.89], [1.24, -3.95, 1.17], [0.85, -2.41, 3.24], [-0.22, -2.29, 1.82], [0.35, -0.20, 2.61], [-2.07, 3.01, 1.33], [-1.48, 2.23, 0.63], [-0.72, 1.25, 1.04], [-1.46, 2.32, -0.89], [-2.25, 3.13, -1.69], [-2.09, 3.04, -3.08], [-1.10, 2.21, -3.61], [-0.31, 1.49, -2.73], [-0.52, 1.51, -1.40], [0.89, 0.62, -3.05], [1.29, 0.38, -4.15], [1.44, 0.21, -1.91], [-2.97, 3.79, -1.24], [-2.72, 3.62, -3.73], [-0.93, 2.14, -4.67], [0.03, 5.39, 2.29], [0.59, 4.10, 1.97], [0.45, 3.14, 3.05], [0.94, 3.74, 0.75], [0.99, 4.78, -0.33], [1.29, 2.55, 0.46], [0.17, 5.58, 3.36], [-1.04, 5.38, 2.08], [0.51, 6.20, 1.74], [-0.57, 3.22, 3.44], [1.15, 3.36, 3.86], [0.60, 2.13, 2.69], [1.63, 5.61, -0.04], [0.00, 5.18, -0.54], [1.38, 4.33, -1.24], [-3.52, -0.16, 0.17], [-3.26, -1.34, 1.11], [-2.55, -0.89, 2.39], [-2.54, -2.44, 0.37], [-3.05, -3.72, 0.45], [-2.52, -4.76, -0.29], [-1.55, -4.50, -1.24], [-1.02, -3.23, -1.38], [-0.14, -2.84, -2.55], [0.76, -3.96, -3.05], [-1.06, -2.37, -3.69], [-1.41, -2.20, -0.47], [-0.68, -1.08, -0.40], [-3.95, 0.68, 0.72], [-4.22, -0.44, -0.61], [-2.59, 0.17, -0.30], [-4.23, -1.75, 1.40], [-1.65, -0.32, 2.14], [-2.30, -1.76, 3.01], [-3.21, -0.25, 2.96], [-3.89, -3.90, 1.10], [-2.91, -5.76, -0.17], [-1.23, -5.30, -1.89], [0.47, -1.98, -2.24], [0.17, -4.75, -3.51], [1.34, -4.39, -2.23], [1.44, -3.57, -3.80], [-1.70, -3.19, -4.01], [-0.45, -2.05, -4.53], [-1.69, -1.54, -3.37]],
  "mulliken_charge": [0.604, -0.969, -0.784, -0.075, -0.925, -0.915, 0.464, -1.103, -0.429, -0.204, 0.410, 0.546, 0.651, 0.228, 0.238, 0.603, 0.330, 0.377, 0.624, 0.608, 0.553, 0.629, -0.230, 0.296, -0.661, 0.012, -0.340, 1.148, -1.344, -0.734, -0.817, 0.850, 0.278, -0.217, -0.585, -0.861, 0.642, 0.559, 0.624, -1.045, 0.282, -0.933, 0.915, -1.961, -1.072, 0.399, 0.317, 0.365, 0.450, 0.418, 0.052, 0.605, 0.433, 0.272, -1.268, 0.420, -1.035, 0.575, -0.810, -1.349, -0.702, 0.343, 2.644, -1.965, -1.626, 0.032, 1.615, 0.527, 0.478, -0.039, 0.881, -0.145, 0.381, 0.560, 0.536, 0.453, 0.472, -0.998, 0.489, 0.355, 0.421, 0.388, 0.456, 0.333],
  "de_lowest_kj_mol": 0.0,
  "charge": 2,
  "lumo_ev": -6.886
}